A molecular structure, C63H44CoGeN4 at a distorted geometry. Source: the Open Molecules 2025 dataset; level of theory: wB97M-V/def2-TZVPD.

Structure (XYZ):
```
113
Properties=species:S:1:pos:R:3:lowdin_spin:R:1
Co -0.472 0.747 0.942 -0.03
C -2.335 -5.174 5.341 0.00
C -2.405 -3.959 5.988 0.00
C -2.076 -2.799 5.306 0.00
C -1.716 -2.826 3.971 0.00
C -1.607 -4.077 3.332 0.00
C -1.970 -5.228 3.998 0.00
C -1.421 -1.617 3.163 0.02
C -2.264 -1.346 2.104 0.07
C -3.525 -1.968 1.960 0.01
C -4.202 -1.242 0.936 0.10
C -3.289 -0.268 0.461 0.03
N -2.163 -0.270 1.236 0.07
C -3.543 0.620 -0.585 0.21
C -2.524 1.400 -1.184 0.07
C -2.664 1.954 -2.418 0.09
C -1.398 2.403 -2.847 0.11
C -0.535 2.145 -1.721 0.07
C 0.861 2.455 -1.618 0.22
C 1.620 2.832 -2.791 0.03
C 1.208 3.704 -3.811 0.04
C 2.057 4.042 -4.875 0.00
C 3.384 3.519 -4.907 0.05
C 3.786 2.626 -3.905 0.01
C 2.959 2.354 -2.855 0.03
C 1.472 2.606 -0.364 0.05
N 1.023 2.015 0.803 0.05
C 1.828 2.533 1.832 0.08
C 1.700 2.147 3.193 0.10
C 2.341 2.908 4.271 0.01
C 3.701 3.257 4.315 0.01
C 4.192 3.979 5.435 0.00
C 3.397 4.326 6.509 0.01
C 2.044 3.998 6.496 0.00
C 1.547 3.337 5.378 0.01
C 0.922 1.053 3.574 0.02
C 1.077 0.332 4.861 0.03
C 0.333 -0.768 4.801 0.01
C -0.377 -0.736 3.493 0.06
N 0.053 0.349 2.811 0.06
C 2.754 3.468 1.272 0.06
C 2.567 3.480 -0.098 0.11
N -1.203 1.547 -0.706 0.05
C -4.871 0.622 -1.245 0.02
C -5.481 -0.512 -1.809 0.02
C -6.696 -0.473 -2.479 0.00
C -7.396 0.711 -2.530 0.02
C -6.789 1.843 -1.993 0.00
C -5.560 1.821 -1.365 0.02
H -2.684 -6.103 5.813 0.00
H -2.792 -3.910 7.001 0.00
H -2.119 -1.849 5.836 0.00
H -1.383 -4.159 2.281 0.00
H -2.011 -6.178 3.500 0.00
H -4.046 -2.663 2.623 0.00
H -5.260 -1.159 0.712 0.01
H -3.561 2.000 -2.966 0.00
H -1.165 2.691 -3.890 0.01
H 0.223 4.102 -3.766 0.00
H 1.802 4.749 -5.656 0.00
H 4.040 3.719 -5.740 0.00
H 4.788 2.191 -3.867 0.00
H 3.274 1.766 -2.021 0.00
H 4.354 3.007 3.502 0.00
H 5.211 4.314 5.433 0.00
H 3.871 4.967 7.285 0.00
H 1.381 4.282 7.321 0.00
H 0.504 3.200 5.277 0.00
H 1.741 0.596 5.676 0.00
H 0.244 -1.566 5.494 0.00
H 3.498 4.006 1.857 0.00
H 3.163 3.979 -0.856 0.00
H -4.954 -1.447 -1.641 0.00
H -7.072 -1.365 -2.899 0.00
H -8.347 0.729 -3.047 0.00
H -7.351 2.794 -2.020 0.00
H -5.208 2.726 -0.857 0.00
C 0.335 -0.762 0.251 0.72
Ge 0.897 -1.226 -1.543 0.09
C -0.187 -0.803 -3.085 0.01
C -1.506 -1.178 -2.987 0.00
C -2.415 -1.055 -4.070 0.00
C -1.917 -0.565 -5.252 0.00
C -0.576 -0.165 -5.344 0.00
C 0.287 -0.271 -4.289 0.00
C 0.988 -3.174 -1.544 0.01
C 1.647 -3.742 -0.452 0.00
C 2.002 -5.098 -0.398 0.00
C 1.587 -5.892 -1.436 0.00
C 0.988 -5.345 -2.559 0.00
C 0.668 -4.013 -2.605 0.00
C 2.836 -0.852 -1.604 0.02
C 3.393 -0.199 -0.525 0.02
C 4.761 0.068 -0.519 0.00
C 5.548 -0.313 -1.599 0.00
C 5.001 -1.047 -2.657 0.00
C 3.619 -1.301 -2.663 0.00
H 0.241 -1.669 0.826 0.05
H -1.924 -1.531 -2.048 0.00
H -3.471 -1.246 -3.939 0.00
H -2.618 -0.414 -6.057 0.00
H -0.192 0.238 -6.291 0.00
H 1.311 0.090 -4.359 0.00
H 1.893 -3.075 0.369 0.00
H 2.546 -5.491 0.447 0.00
H 1.652 -6.983 -1.346 0.00
H 0.626 -6.027 -3.313 0.00
H 0.218 -3.582 -3.481 0.00
H 2.712 0.064 0.265 0.01
H 5.145 0.649 0.335 0.00
H 6.601 -0.185 -1.652 0.00
H 5.638 -1.317 -3.507 0.00
H 3.185 -1.880 -3.430 0.00
```

Output
Net charge: -2
HOMO level (alpha / beta), Eh: 0.01408 / -0.04295
LUMO energy (alpha / beta), eV: 4.26 / 4.26
Multiplicity: 4
Orbital gap (alpha / beta), Eh: 0.1427 / 0.1996

C4H2N2S in the gas phase at a distorted geometry. Source: the Open Molecules 2025 dataset; level of theory: wB97M-V/def2-TZVPD.

Structure (XYZ):
```
9
Properties=species:S:1:pos:R:3:nbo_charge:R:1
C -2.556 0.186 -0.400 0.20
C 1.350 -0.884 0.282 0.01
C -0.102 -0.664 0.068 0.05
C -1.315 -0.371 -0.135 -0.11
N -3.620 0.554 -0.645 -0.23
N 2.262 -0.018 0.241 -0.48
S 1.952 1.632 0.277 0.25
H 1.475 -1.863 0.445 0.20
H 0.554 1.428 -0.134 0.11
```

Output
Net charge: 0
HOMO level, Eh: -0.35448
LUMO energy, eV: -1.02
Orbital gap, Eh: 0.3168

A molecular structure, C40H106N3O16Zr at a distorted geometry. Source: the Open Molecules 2025 dataset; level of theory: wB97M-V/def2-TZVPD.

Structure (XYZ):
```
166
Properties=species:S:1:pos:R:3:mulliken_charge:R:1
Zr -0.302 3.483 -1.087 1.02
C 1.157 0.753 1.975 -1.54
C 0.856 -0.425 1.067 2.25
C 0.390 -1.587 1.998 -0.65
C -0.184 -2.737 1.233 -0.25
C -1.416 -2.256 0.425 -1.44
C -1.059 -1.062 -0.576 2.79
N -0.267 -0.001 0.156 0.26
O -0.132 1.265 -0.652 2.79
C -2.502 -0.657 -0.973 -1.30
C -0.330 -1.664 -1.824 -0.29
C 2.162 -0.848 0.346 -0.95
H 0.310 1.237 2.460 0.18
H 1.729 1.495 1.417 -0.27
H 1.763 0.339 2.781 0.33
H -0.347 -1.225 2.715 0.22
H 1.202 -2.028 2.576 -0.15
H -0.502 -3.555 1.879 0.43
H 0.579 -3.098 0.543 -0.75
H -2.171 -1.929 1.140 -0.04
H -1.716 -3.088 -0.212 0.52
H -3.154 -0.370 -0.148 0.50
H -2.994 -1.549 -1.360 -0.51
H -2.495 0.179 -1.672 -0.20
H 0.207 -0.877 -2.353 -1.03
H -0.985 -2.089 -2.585 0.01
H 0.392 -2.447 -1.595 0.22
H 2.131 -1.693 -0.342 0.06
H 2.990 -1.007 1.036 0.22
H 2.461 -0.023 -0.302 -0.15
C 4.163 4.792 -1.468 -1.14
C 3.961 4.656 0.098 1.40
C 5.098 5.594 0.581 -1.34
C 4.951 5.936 2.060 -0.44
C 3.583 6.580 2.329 -1.43
C 2.369 5.589 1.862 1.50
N 2.607 5.112 0.468 -0.34
O 1.505 4.389 -0.086 -0.22
C 1.138 6.475 1.947 -1.65
C 2.132 4.482 2.917 -0.87
C 4.327 3.295 0.642 -0.03
H 3.561 4.035 -1.971 -0.16
H 5.213 4.645 -1.722 0.39
H 3.659 5.674 -1.862 0.45
H 5.001 6.556 0.078 0.35
H 6.088 5.184 0.382 0.61
H 5.762 6.506 2.515 0.43
H 4.960 5.031 2.667 0.04
H 3.543 7.539 1.811 0.33
H 3.390 6.771 3.384 0.54
H 0.236 5.903 1.734 0.06
H 1.224 7.367 1.326 0.45
H 1.038 6.971 2.913 0.45
H 3.090 4.021 3.161 0.15
H 1.465 3.673 2.617 -0.34
H 1.794 4.866 3.880 0.53
H 3.569 2.556 0.383 -0.77
H 4.489 3.313 1.720 -0.41
H 5.232 2.914 0.168 0.64
C -1.275 0.815 -4.288 -0.74
C -2.463 1.794 -4.445 1.91
C -3.519 0.980 -5.322 -1.26
C -4.931 1.500 -5.311 -0.72
C -5.371 1.637 -3.856 -1.37
C -4.472 2.576 -2.963 1.28
N -3.046 2.165 -3.120 0.40
O -2.135 2.963 -2.298 -0.31
C -4.975 2.331 -1.493 -1.53
C -4.806 4.052 -3.314 -1.51
C -2.072 3.013 -5.315 -1.78
H -1.614 -0.082 -3.771 -0.27
H -0.372 1.147 -3.776 -0.59
H -0.897 0.409 -5.226 0.74
H -3.501 -0.089 -5.110 0.24
H -3.228 0.962 -6.373 0.40
H -5.548 0.759 -5.819 0.43
H -5.001 2.494 -5.754 0.35
H -5.344 0.690 -3.316 0.42
H -6.394 1.999 -3.752 0.47
H -4.666 3.061 -0.745 0.24
H -4.766 1.316 -1.155 0.13
H -6.065 2.358 -1.508 0.54
H -5.871 4.281 -3.345 0.41
H -4.409 4.418 -4.260 0.29
H -4.412 4.769 -2.594 0.30
H -2.912 3.627 -5.643 0.28
H -1.463 2.688 -6.158 0.49
H -1.345 3.616 -4.770 0.22
C 4.552 1.527 4.174 0.01
O 5.806 2.113 3.826 -0.53
H 4.605 0.451 4.339 0.22
H 4.194 1.994 5.091 0.28
H 3.831 1.680 3.371 -0.25
H 6.191 1.772 3.016 0.29
C -3.552 -3.099 -3.851 -0.43
O -3.132 -4.087 -2.870 -0.44
H -4.568 -3.238 -4.221 0.46
H -3.425 -2.074 -3.503 -0.03
H -2.840 -3.296 -4.653 0.24
H -3.826 -4.139 -2.208 0.20
C -0.835 -1.217 6.025 -0.49
O -1.806 -0.133 6.018 -0.58
H 0.122 -1.007 6.502 0.36
H -1.272 -2.037 6.594 0.41
H -0.641 -1.621 5.031 0.02
H -2.633 -0.548 5.761 0.41
C 0.033 -5.003 -2.960 -0.39
O 1.460 -5.137 -3.057 -0.55
H -0.412 -5.953 -3.255 0.45
H -0.376 -4.786 -1.973 -0.02
H -0.187 -4.224 -3.690 0.26
H 1.633 -5.401 -3.963 0.29
C 1.070 -4.935 4.573 -0.32
O 2.458 -5.193 4.296 -0.70
H 0.797 -5.772 5.217 0.31
H 0.984 -3.985 5.101 0.28
H 0.493 -4.881 3.650 -0.02
H 2.800 -4.322 4.079 0.34
C 2.201 1.815 -2.575 -0.42
O 1.195 2.817 -2.746 -0.39
H 1.812 0.815 -2.767 -0.17
H 3.096 1.983 -3.174 0.67
H 2.647 1.815 -1.581 -0.11
H 1.343 3.013 -3.674 0.20
C 2.376 -5.885 0.970 0.14
O 2.105 -6.781 1.993 -0.57
H 3.432 -5.615 0.992 0.34
H 2.081 -6.227 -0.022 0.30
H 1.873 -4.928 1.106 -0.47
H 2.134 -6.321 2.834 0.43
C 3.932 -2.237 3.608 -0.88
O 3.831 -3.414 2.793 -0.51
H 4.808 -1.657 3.319 0.53
H 3.163 -1.531 3.295 0.21
H 3.971 -2.414 4.683 0.44
H 4.269 -3.183 1.970 0.32
C -4.024 -2.104 4.017 -0.40
O -4.114 -1.009 4.951 -0.53
H -4.884 -2.083 3.348 0.36
H -3.158 -2.123 3.356 -0.06
H -4.150 -3.006 4.617 0.36
H -4.453 -0.258 4.458 0.28
C 3.935 -1.219 -4.236 -0.73
O 4.218 -1.242 -2.896 -0.42
H 4.525 -0.476 -4.773 0.31
H 4.179 -2.177 -4.695 0.36
H 2.900 -1.123 -4.565 0.22
H 3.538 -1.821 -2.544 0.26
C -5.075 -3.692 -0.053 -0.43
O -5.266 -4.588 -1.144 -0.56
H -5.983 -3.148 0.207 0.33
H -4.913 -4.294 0.842 0.32
H -4.279 -2.951 -0.117 0.05
H -5.457 -5.470 -0.819 0.33
C -2.436 2.456 1.139 -0.50
O -1.295 3.301 0.854 -0.49
H -2.861 1.820 0.362 -0.29
H -2.309 1.807 2.006 0.36
H -3.223 3.088 1.550 0.47
H -1.099 3.627 1.736 0.26
C -1.221 -7.076 1.000 -0.10
O -1.069 -8.316 1.692 -0.58
H -0.549 -7.137 0.144 0.22
H -2.278 -6.999 0.745 0.27
H -0.894 -6.217 1.586 -0.09
H -0.144 -8.288 1.948 0.32
```

Output
Net charge: +1
HOMO level, Eh: -0.37682
LUMO energy, eV: -4.06
Orbital gap, Eh: 0.2274